Entry 1:
C37H51N5O7S2SiTa as an isolated structure, computed with the ωB97M-V functional and the def2-TZVPD basis.

CARTESIAN COORDINATES (ANGSTROEM)
Ta (-0.16562, 0.67298, -0.23259)
C (3.06666, -0.21579, -1.71453)
O (2.27492, 0.78253, -1.04403)
C (2.97283, 1.82229, -0.46441)
C (4.34627, 1.92738, -0.33603)
C (4.84821, 3.04652, 0.31864)
C (4.00515, 4.03203, 0.82275)
C (2.63299, 3.92964, 0.65849)
C (2.13291, 2.81444, 0.00941)
N (0.75037, 2.61526, -0.34800)
N (0.21795, 3.74179, -0.68266)
C (-0.95768, 3.88202, -1.30320)
C (-1.68433, 2.78823, -1.82339)
O (-1.24789, 1.55898, -1.52813)
C (-2.77555, 2.94444, -2.67014)
C (-3.18515, 4.23145, -2.94850)
C (-2.53428, 5.37752, -2.43001)
C (-3.00546, 6.67033, -2.75078)
C (-2.36732, 7.77574, -2.25556)
C (-1.24306, 7.61872, -1.42869)
C (-0.76282, 6.37169, -1.09924)
C (-1.39924, 5.22938, -1.59733)
H (3.63800, 0.26617, -2.50692)
H (2.37661, -0.93297, -2.13275)
H (3.73023, -0.70597, -1.00239)
H (5.01642, 1.17999, -0.73256)
H (5.91888, 3.15098, 0.42815)
H (4.42047, 4.89319, 1.32587)
H (1.96487, 4.69971, 1.01521)
H (-3.27611, 2.07988, -3.07907)
H (-4.04253, 4.38059, -3.59417)
H (-3.87084, 6.77173, -3.39223)
H (-2.71981, 8.76760, -2.49952)
H (-0.74386, 8.49781, -1.04394)
H (0.10565, 6.27628, -0.46408)
O (0.61436, 1.45264, 2.74798)
C (0.89961, 0.78757, 1.81052)
C (-2.63216, -1.02551, 2.23603)
C (-2.54973, 0.42204, 1.94672)
N (-1.72665, 1.11593, 1.13120)
C (-2.00278, 2.46945, 1.37390)
C (-2.98879, 2.57336, 2.28065)
N (-3.31588, 1.28338, 2.61554)
H (-1.78756, -1.31942, 2.85798)
H (-2.61027, -1.62223, 1.33476)
H (-3.55281, -1.23232, 2.77954)
H (-1.46026, 3.27265, 0.92062)
H (-3.46798, 3.42958, 2.71951)
H (-4.01662, 1.00778, 3.28789)
C (0.29426, -5.42683, -2.82780)
C (0.79112, -4.02976, -2.50780)
C (2.23564, -4.05492, -2.03268)
C (0.58480, -3.09422, -3.68321)
O (-0.04647, -3.56826, -1.38510)
Si (-0.37881, -2.35924, -0.42847)
O (0.62692, -0.98496, -0.53620)
O (-1.68949, -1.37048, -0.75231)
C (-2.89436, -1.55836, -1.62214)
C (-2.52663, -1.15280, -3.03479)
C (-3.30004, -3.01815, -1.54194)
C (-3.96521, -0.65335, -1.03975)
O (-0.34989, -2.73794, 1.13001)
C (-0.26447, -4.02799, 1.83718)
C (-0.32818, -3.68611, 3.31707)
C (-1.44141, -4.88580, 1.40913)
C (1.06079, -4.68424, 1.50016)
H (0.91125, -5.86521, -3.61223)
H (-0.73731, -5.40685, -3.17781)
H (0.35673, -6.06725, -1.94863)
H (2.90855, -4.14315, -2.88549)
H (2.42018, -4.90257, -1.37496)
H (2.49213, -3.14389, -1.49078)
H (1.25045, -3.36826, -4.50142)
H (0.79448, -2.05508, -3.41961)
H (-0.43737, -3.16241, -4.05344)
H (-1.69807, -1.74670, -3.41271)
H (-2.25877, -0.10018, -3.09158)
H (-3.37931, -1.32189, -3.69344)
H (-2.57138, -3.67066, -2.02017)
H (-4.25530, -3.15290, -2.05027)
H (-3.43409, -3.33229, -0.50491)
H (-3.60148, 0.37333, -0.96065)
H (-4.28892, -0.99795, -0.05773)
H (-4.83927, -0.64946, -1.69052)
H (-1.32944, -3.37863, 3.61803)
H (0.37655, -2.88478, 3.54709)
H (-0.06356, -4.55493, 3.91774)
H (-2.38609, -4.38501, 1.62837)
H (-1.43448, -5.83079, 1.95257)
H (-1.39474, -5.11861, 0.34446)
H (1.89109, -4.00896, 1.71736)
H (1.10636, -4.97232, 0.45292)
H (1.18772, -5.58433, 2.10063)
S (2.40733, -0.37695, 1.94201)
C (3.20716, 0.15112, 3.38617)
N (4.28969, -0.49030, 3.76349)
C (4.87318, -0.10833, 5.06094)
C (4.33702, 1.28780, 5.34293)
S (2.76476, 1.44095, 4.41991)
H (4.63614, -1.28782, 3.24738)
H (5.95801, -0.12006, 4.98466)
H (4.55911, -0.83622, 5.81040)
H (5.00726, 2.07007, 4.99326)
H (4.12551, 1.43744, 6.39813)

Cartesian forces (eV/Å) of the 2 atoms listed first:
0.98 -0.34 -0.21
0.05 0.08 0.00

## Properties
Net charge: +3
HOMO-LUMO gap: 0.2259 Eh
E_LUMO: -0.3401 Ha
HOMO level: -0.566 Ha
Largest force on an atom: 1.1 eV/Å
ΔE to the lowest compared entry with this formula, charge and spin: 140.40 kJ/mol

Results of the Löwdin charge analysis, in e, for atoms 1 through 6: 1.949, -0.020, -0.225, -0.264, 0.005, -0.035

---

Entry 2:
A 9-piece molecular cluster, C37H51N7O6 overall, computed with the ωB97M-V functional and the def2-TZVPD basis.

CARTESIAN COORDINATES (ANGSTROEM)
N (-3.66872, 2.97591, -1.79488)
C (-4.73004, 2.93543, -0.95339)
C (-5.88973, 3.61275, -1.20522)
C (-5.91827, 4.56483, -2.23470)
C (-4.81520, 4.67006, -3.05584)
C (-3.72549, 3.83410, -2.79269)
H (-4.63459, 2.25454, -0.11605)
H (-6.74547, 3.54381, -0.54574)
H (-6.80234, 5.17976, -2.33717)
H (-4.80553, 5.46414, -3.79024)
H (-2.79877, 4.05502, -3.31694)
N (-2.71746, 0.54306, 0.60416)
C (-2.25363, -0.68888, 0.77895)
C (-0.93204, -1.06071, 0.51463)
C (-0.07068, -0.10085, 0.04630)
C (-0.46909, 1.23449, 0.06148)
C (-1.79111, 1.48492, 0.27427)
H (-2.93199, -1.45435, 1.14377)
H (-0.62055, -2.08415, 0.69003)
H (0.93940, -0.43198, -0.17196)
H (0.14918, 2.03669, -0.32054)
H (-2.24910, 2.46205, 0.22083)
N (-1.11914, 5.23258, 0.83987)
C (-0.27682, 4.43110, 1.52487)
C (1.01846, 4.19966, 1.10235)
C (1.52769, 4.73107, -0.08303)
C (0.61164, 5.42087, -0.86099)
C (-0.65332, 5.69715, -0.30016)
H (-0.71029, 3.95802, 2.39690)
H (1.54889, 3.56383, 1.80042)
H (2.55332, 4.53286, -0.35550)
H (0.87096, 5.81017, -1.83517)
H (-1.38651, 6.23395, -0.89846)
C (-0.64974, -6.12170, 4.04657)
C (-1.62054, -6.74350, 3.02263)
O (-1.20428, -6.17746, 1.81262)
C (-0.53644, -5.02450, 2.07002)
O (-0.08278, -4.29217, 1.24350)
O (-0.26859, -4.92371, 3.37234)
H (0.23348, -6.75400, 4.15167)
H (-1.13577, -6.00175, 5.00955)
H (-2.63433, -6.55211, 3.40048)
H (-1.60610, -7.83325, 2.98807)
C (0.71758, -0.94137, -3.60742)
C (-0.70640, -1.37820, -3.18790)
O (-1.46849, -0.98845, -4.34406)
C (-0.67405, -0.75047, -5.37919)
O (-1.07193, -0.57967, -6.49517)
O (0.61523, -0.69200, -5.00817)
H (1.48135, -1.70148, -3.47078)
H (0.99207, -0.06080, -3.02341)
H (-1.15540, -0.92249, -2.31064)
H (-0.71697, -2.45011, -2.97715)
C (4.93766, -4.54522, 0.63315)
C (4.10006, -4.30835, 1.91934)
C (3.23378, -3.01345, 1.78016)
C (2.62128, -2.85666, 0.49054)
N (2.10859, -2.69841, -0.52601)
H (5.59181, -5.39330, 0.86640)
H (5.68139, -3.74819, 0.53561)
H (4.47605, -4.71822, -0.33326)
H (4.84806, -4.17149, 2.69528)
H (3.48445, -5.18053, 2.12117)
H (3.89515, -2.15308, 1.89142)
H (2.58730, -3.03890, 2.65689)
C (3.51202, 1.33161, 1.09337)
C (3.01584, 0.41574, 2.19859)
C (2.41304, 1.16549, 3.39180)
C (1.03069, 1.59480, 3.23496)
N (-0.06807, 1.89231, 3.09849)
H (3.97527, 2.18373, 1.59523)
H (2.61553, 1.79202, 0.65899)
H (4.03862, 0.88639, 0.25683)
H (3.86576, -0.10152, 2.65649)
H (2.31550, -0.36580, 1.90483)
H (2.99838, 2.01241, 3.76061)
H (2.32758, 0.54187, 4.29305)
C (2.84788, 2.87341, -6.35762)
C (1.77363, 1.93527, -5.82251)
C (0.89481, 2.56966, -4.74822)
C (1.45424, 2.43602, -3.38748)
N (1.90446, 2.36335, -2.33146)
H (2.95989, 2.70365, -7.43033)
H (3.80683, 2.83164, -5.84314)
H (2.57182, 3.93387, -6.32750)
H (2.27707, 1.01438, -5.53303)
H (1.10063, 1.67287, -6.63979)
H (-0.11565, 2.15931, -4.69518)
H (0.78321, 3.65034, -4.86149)
C (-3.79118, -2.52619, 3.53588)
C (-2.46296, -2.32533, 4.24671)
C (-1.38758, -1.65496, 3.37985)
C (-0.06099, -1.68691, 4.01430)
N (0.97612, -1.81847, 4.48407)
H (-3.68452, -2.59800, 2.44477)
H (-4.46906, -1.68425, 3.65839)
H (-4.21592, -3.49377, 3.80012)
H (-2.02695, -3.25050, 4.62624)
H (-2.64642, -1.65776, 5.09252)
H (-1.78519, -0.69990, 3.03175)
H (-1.32145, -2.22369, 2.44554)

Cartesian forces (eV/Å) of the 2 atoms listed first:
-0.30 0.25 0.79
0.66 -1.04 -0.97

## Properties
Net charge: 0
HOMO-LUMO gap: 0.3389 Eh
E_LUMO: 0.0114 Ha
HOMO level: -0.328 Ha
Largest force on an atom: 2.3 eV/Å
ΔE to the lowest compared entry with this formula, charge and spin: 4.18 kJ/mol

Results of the Löwdin charge analysis, in e, for atoms 1 through 6: 0.065, -0.141, -0.075, -0.079, -0.076, -0.166

---

Entry 3:
C37H51N7O6PbS as an isolated structure, computed with the ωB97M-V functional and the def2-TZVPD basis.

CARTESIAN COORDINATES (ANGSTROEM)
Pb (-2.49883, -0.20112, -0.51715)
C (5.14259, -2.27987, -3.40213)
C (3.80260, -1.73493, -3.92025)
C (3.25561, -2.66465, -5.01560)
C (4.03836, -0.35230, -4.52596)
C (2.80389, -1.69369, -2.77666)
C (2.25222, -0.56032, -2.31181)
C (1.39139, -0.61388, -1.13897)
N (1.24204, 0.44179, -0.44162)
C (0.80600, 0.62002, 0.88959)
C (2.05921, 0.93845, 1.67310)
C (2.02788, 2.10903, 2.26967)
C (-0.09209, 2.28530, 3.46833)
C (-0.93449, 1.28336, 3.35228)
C (-1.04032, 0.85740, 1.89836)
O (-2.28030, 0.70353, 1.46734)
C (-1.71853, 0.65835, 4.48164)
C (-3.18690, 1.10197, 4.39796)
C (-1.13856, 1.09173, 5.82898)
C (-1.61885, -0.86615, 4.34048)
C (3.04398, 3.04710, 2.83966)
C (4.36441, 2.26791, 2.90020)
C (3.18753, 4.23015, 1.86649)
C (2.70691, 3.57741, 4.23776)
C (0.75070, -1.96562, -0.85945)
O (-0.42001, -1.99619, -0.52251)
C (1.55556, -3.15891, -1.16791)
C (2.49468, -2.97647, -2.11140)
C (1.22545, -4.49643, -0.51799)
C (2.31473, -5.52601, -0.81957)
C (-0.11035, -5.03369, -1.05731)
C (1.14012, -4.30953, 1.00425)
H (5.86440, -2.29547, -4.21860)
H (5.54229, -1.64499, -2.61027)
H (5.06314, -3.29729, -3.01850)
H (3.97584, -2.72660, -5.83166)
H (3.08244, -3.67873, -4.65395)
H (2.31723, -2.27911, -5.41975)
H (4.73239, -0.43784, -5.36121)
H (3.11361, 0.08391, -4.90884)
H (4.47806, 0.33664, -3.80339)
H (2.52190, 0.42098, -2.67541)
H (2.94275, 0.32329, 1.60861)
H (0.26941, 2.88164, 4.27981)
H (-3.27163, 2.18542, 4.49577)
H (-3.64397, 0.80018, 3.45866)
H (-3.73819, 0.64540, 5.22015)
H (-1.23214, 2.16883, 5.98165)
H (-1.68904, 0.60472, 6.63321)
H (-0.08857, 0.80907, 5.92394)
H (-2.05081, -1.20553, 3.39941)
H (-0.58275, -1.20464, 4.38752)
H (-2.16821, -1.33682, 5.15558)
H (4.67630, 1.93269, 1.91117)
H (5.13932, 2.92862, 3.28618)
H (4.29358, 1.40641, 3.56478)
H (3.43076, 3.88656, 0.86079)
H (2.27994, 4.83407, 1.83120)
H (3.99687, 4.87291, 2.21107)
H (2.51649, 2.77225, 4.94892)
H (3.56095, 4.14623, 4.60330)
H (1.86190, 4.26559, 4.21857)
H (3.06544, -3.83319, -2.43983)
H (2.35469, -5.78257, -1.87940)
H (3.30029, -5.17767, -0.50521)
H (2.09723, -6.44386, -0.27417)
H (-0.07010, -5.14718, -2.14126)
H (-0.30441, -6.01558, -0.62401)
H (-0.93918, -4.37939, -0.80215)
H (2.09117, -3.95212, 1.40523)
H (0.35567, -3.60804, 1.28535)
H (0.91930, -5.26599, 1.47847)
C (-2.09092, 2.52947, -3.27040)
C (-1.47863, 2.82095, -1.95026)
N (-1.23305, 1.94113, -0.98936)
C (-0.60714, 2.63547, 0.02887)
C (-0.50405, 3.95067, -0.31738)
N (-1.04955, 4.03320, -1.57692)
C (0.03540, 5.20503, 0.27535)
O (-0.09680, 5.36228, 1.60205)
O (0.53247, 6.03982, -0.41787)
C (-0.09177, 1.83841, 1.15126)
O (0.59704, 2.63281, 2.18851)
O (-0.14071, -0.25811, 1.53611)
H (-2.83187, 1.74056, -3.16315)
H (-1.32156, 2.20939, -3.97569)
H (-2.58316, 3.41155, -3.67423)
H (-1.07697, 4.88558, -2.11966)
H (-0.71078, 4.71257, 1.96916)
C (-7.56445, -2.27524, -3.39351)
C (-7.24507, -1.11569, -2.53089)
N (-8.09555, -0.35876, -1.92154)
N (-7.33514, 0.55402, -1.25513)
C (-6.02510, 0.39991, -1.43507)
S (-4.82126, 1.40803, -0.78989)
N (-5.95170, -0.68753, -2.25320)
N (-4.75583, -1.22461, -2.72810)
H (-8.64456, -2.38560, -3.43469)
H (-7.13533, -3.19511, -2.99401)
H (-7.18919, -2.12808, -4.40703)
H (-7.77361, 1.26906, -0.69425)
H (-4.71497, -1.11230, -3.74063)
H (-4.72720, -2.21542, -2.50999)

Cartesian forces (eV/Å) of the 2 atoms listed first:
0.01 0.04 -0.08
0.00 0.00 0.02

## Properties
Net charge: +2
HOMO-LUMO gap: 0.2822 Eh
E_LUMO: -0.2125 Ha
HOMO level: -0.495 Ha
Largest force on an atom: 0.2 eV/Å
ΔE to the lowest compared entry with this formula, charge and spin: 274.16 kJ/mol

Results of the Löwdin charge analysis, in e, for atoms 1 through 6: 1.379, -0.028, -0.559, -0.029, -0.058, -0.129

---

| no. | energy (eV) |
| --- | --- |
| 1 | -92064.186 |
| 2 | -61909.306 |
| 3 | -77980.562 |